1.
C11H8CdClNO4 | ωB97M-V with the def2-TZVPD basis set

Last column: Mulliken charge in e.
Element x y z (Å)
Cd: -0.0197 -0.2120 -0.2749  1.22
O: -0.0079 3.0257 -0.8188  -0.06
C: -0.0094 1.8821 -0.8362  0.09
C: 0.0097 -2.3393 -1.3510  0.18
O: 0.0241 -3.3274 -1.9714  -0.09
C: 2.0748 -0.0146 -0.8701  0.20
O: 3.1954 0.2334 -0.8986  -0.05
C: -2.0982 -0.0243 -0.8748  0.20
O: -3.2191 0.2260 -0.9060  -0.05
C: -0.0032 0.9225 -5.0836  -0.56
H: -0.9442 1.4577 -4.9824  0.29
H: 0.9353 1.4618 -4.9793  0.29
C: -0.0005 -0.4133 -5.0599  -0.57
H: 0.9371 -0.9528 -4.9464  0.28
H: -0.9359 -0.9564 -4.9468  0.29
Cl: 0.0479 2.4219 4.9903  -0.12
C: 0.0254 0.9809 4.1083  0.15
C: 0.0082 -0.2820 4.6848  -0.19
C: -0.0132 -1.3689 3.8444  -0.76
C: -0.0171 -1.2012 2.4661  0.19
N: 0.0008 0.0244 1.9355  -0.37
C: 0.0225 1.1249 2.7156  -0.29
H: 0.0120 -0.3745 5.7598  0.49
H: -0.0267 -2.3842 4.2452  0.40
H: -0.0361 -2.0361 1.7548  0.40
H: 0.0380 2.1256 2.2953  0.43

As for the total charge: +2. The energy above the lowest of the compared OMol25 structures with the same formula, charge and spin comes out at 69.6 kJ/mol. The value obtained for the frontier orbital gap is 0.258 hartree. The calculation puts the HOMO energy at -15.6206 eV.



2.
C42H31Cl2N2O3Se2Te2Ti | ωB97M-V with the def2-TZVPD basis set

Last column: Mulliken charge in e.
Element x y z (Å)
Ti: 0.4512 -0.4684 -0.8157  -0.72
O: 1.5698 -0.0567 0.5848  1.27
C: 2.4785 0.9286 1.0023  2.32
C: 2.3884 2.1596 0.0774  -0.49
C: 1.0366 2.7964 0.1415  -0.76
C: 0.9077 4.1567 0.4086  -0.95
C: -0.3543 4.6977 0.5270  -1.18
C: -1.4527 3.8593 0.4396  -0.53
C: -1.2488 2.5068 0.2059  0.21
C: -2.4018 1.5461 0.3364  -2.28
C: -2.5293 0.4737 -0.7523  2.35
O: -1.3538 -0.2554 -0.8023  1.18
C: -2.8139 1.0441 -2.1429  -0.04
C: -3.3022 2.3261 -2.3542  0.16
C: -3.5460 2.7869 -3.6422  -0.97
C: -3.3022 1.9684 -4.7311  -0.50
C: -2.8120 0.6852 -4.5272  -0.81
C: -2.5722 0.2265 -3.2441  -0.33
C: -3.6783 -0.4605 -0.3438  -0.45
C: -5.0014 -0.0309 -0.3996  -0.44
C: -6.0317 -0.8612 0.0148  -0.95
C: -5.7521 -2.1389 0.4838  -0.49
C: -4.4364 -2.5750 0.5320  -1.08
C: -3.4038 -1.7408 0.1214  0.05
N: -0.0282 2.0038 0.0092  1.43
C: 3.8660 0.2916 1.0049  -0.20
C: 4.0307 -0.8702 1.7593  -0.30
C: 5.2490 -1.5237 1.7876  -0.92
C: 6.3228 -1.0233 1.0549  -0.38
C: 6.1575 0.1214 0.2955  -1.13
C: 4.9315 0.7806 0.2707  0.01
C: 2.1229 1.3712 2.4289  0.24
C: 0.8691 1.1186 2.9705  0.63
C: 0.5380 1.5800 4.2391  -0.89
C: 1.4561 2.3048 4.9825  -0.70
C: 2.7124 2.5629 4.4487  -0.82
C: 3.0415 2.0980 3.1851  -0.75
H: 2.6070 1.8438 -0.9473  -0.68
H: 3.1402 2.8984 0.3559  0.90
H: 1.7949 4.7685 0.4958  0.53
H: -0.4846 5.7590 0.7026  0.38
H: -2.4590 4.2375 0.5716  0.47
H: -3.3334 2.1091 0.4206  0.54
H: -2.2841 1.0045 1.2812  0.66
H: -3.4624 2.9969 -1.5203  0.32
H: -3.8930 3.8021 -3.7915  0.38
H: -3.4596 2.3375 -5.7370  0.35
H: -2.5839 0.0488 -5.3730  0.40
H: -2.1566 -0.7612 -3.0856  0.37
H: -5.2270 0.9552 -0.7905  0.43
H: -7.0570 -0.5140 -0.0390  0.38
H: -6.5568 -2.7916 0.8010  0.37
H: -4.2013 -3.5715 0.8861  0.46
H: -2.3782 -2.0823 0.1541  0.27
H: 3.1813 -1.2705 2.3016  0.33
H: 5.3609 -2.4336 2.3657  0.40
H: 7.2751 -1.5410 1.0639  0.38
H: 6.9659 0.5014 -0.3174  0.41
H: 4.8218 1.6435 -0.3760  0.35
H: 0.1522 0.5631 2.3846  -0.58
H: -0.4459 1.3729 4.6438  0.44
H: 1.1974 2.6653 5.9712  0.36
H: 3.4413 3.1232 5.0226  0.43
H: 4.0275 2.2883 2.7768  0.43
Cl: 0.9917 -3.8050 -4.4797  -0.27
C: 0.6281 -4.1444 -2.8167  0.17
C: 0.4021 -5.4555 -2.4032  -0.75
C: 0.1011 -5.7232 -1.0820  0.96
Cl: -0.1825 -7.3924 -0.6152  -0.33
C: 0.0139 -4.7177 -0.1032  0.02
C: -0.2732 -4.8753 1.2833  -1.63
C: -0.2601 -3.7287 2.0874  -0.91
C: -0.0066 -2.4829 1.5611  -0.40
N: 0.2251 -2.2974 0.2306  0.88
C: 0.2467 -3.4085 -0.5672  0.25
C: 0.5419 -3.1032 -1.9030  -0.23
O: 0.7173 -1.8163 -2.1614  0.06
H: 0.4595 -6.2601 -3.1223  0.43
H: -0.4650 -5.8548 1.6954  0.36
H: -0.4416 -3.8085 3.1526  0.46
H: 0.0315 -1.5987 2.1812  0.46
Se: 3.1464 0.0463 -2.8132  -0.29
Te: 4.5502 2.0542 -3.3150  -0.59
Te: 0.6855 3.2584 -3.3737  -0.60
Se: 0.7967 0.7705 -3.2146  -0.34

As for the total charge: -2. As for the multiplicity: 2. The energy above the lowest of the compared OMol25 structures with the same formula, charge and spin comes out at 15.9 kJ/mol. The value obtained for the frontier orbital gap (alpha / beta) is 0.171 / 0.177 hartree. The calculation puts the HOMO energy (alpha / beta) at -0.6935 / -0.8711 eV.



3.
C3H3P | ωB97M-V with the def2-TZVPD basis set

Last column: Mulliken charge in e.
Element x y z (Å)
C: -1.4989 0.4894 1.3477  0.47
C: -0.8761 0.3752 0.3301  -0.76
P: -0.2529 0.3219 -1.2648  -0.16
C: 1.2053 -0.4113 -0.8687  -0.46
H: -2.0160 0.4920 2.1891  0.44
H: 1.9127 -0.2918 -1.7722  0.22
H: 1.5258 -0.9754 0.0389  0.26

Its SMILES is C#CP=C. The energy above the lowest of the compared OMol25 structures with the same formula, charge and spin comes out at 18.7 kJ/mol. The value obtained for the frontier orbital gap is 0.330 hartree. The calculation puts the HOMO energy at -9.2057 eV.



4.
C31H67N3O14S | ωB97M-V with the def2-TZVPD basis set

Last column: Mulliken charge in e.
Element x y z (Å)
C: -8.9083 1.6027 0.7456  -0.88
S: -7.9599 0.4410 1.7803  0.49
O: -6.7990 1.2480 2.3186  -0.60
C: -9.2516 0.3331 3.0992  -0.94
H: -8.9627 2.5560 1.2713  0.31
H: -9.8398 1.1377 0.4229  0.35
H: -8.3389 1.5399 -0.1817  0.30
H: -8.9455 -0.1071 4.0482  0.33
H: -10.2190 -0.0579 2.7840  0.35
H: -9.4579 1.3479 3.4392  0.30
C: 0.2915 0.3847 0.5522  0.08
O: 0.7576 -0.0482 -0.5555  -0.64
N: 0.6309 -0.1507 1.7240  0.08
C: 0.1982 0.4537 2.9588  -0.87
C: 1.5841 -1.2734 1.8371  -0.94
H: -0.4973 1.1513 0.5052  0.36
H: 1.0101 0.1887 3.6360  0.29
H: -0.7601 0.0496 3.2853  0.26
H: 0.0694 1.5311 2.8553  0.37
H: 2.3085 -1.2411 2.6509  0.36
H: 0.9512 -2.1560 1.7445  0.32
H: 2.1621 -1.2809 0.9131  0.32
C: 9.7345 -3.7220 -2.8796  0.13
O: 10.7176 -4.2560 -3.3926  -0.58
N: 9.1595 -2.5460 -3.3242  0.09
C: 9.9801 -1.8520 -4.3101  -1.05
C: 7.9623 -1.8738 -2.8215  -0.88
H: 9.1779 -4.0828 -2.0009  0.29
H: 10.5159 -2.5758 -4.9243  0.33
H: 10.6615 -1.0293 -4.0933  0.28
H: 9.2015 -1.5507 -5.0108  0.40
H: 8.1002 -0.7942 -2.7609  0.33
H: 7.0828 -2.0195 -3.4486  0.32
H: 7.6271 -2.0870 -1.8064  0.33
C: -3.4834 -1.1190 10.8807  0.09
O: -3.3961 -0.1937 11.7049  -0.60
N: -2.6251 -2.0850 10.5586  0.10
C: -2.9094 -3.2695 9.7187  -0.84
C: -1.2437 -1.9496 11.1339  -0.89
H: -4.4485 -1.1687 10.3533  0.29
H: -2.5228 -2.9690 8.7449  0.33
H: -3.9854 -3.4039 9.6087  0.30
H: -2.3191 -4.1038 10.0978  0.28
H: -0.5516 -2.1066 10.3066  0.33
H: -1.0299 -1.0415 11.6976  0.29
H: -1.0261 -2.8080 11.7695  0.32
O: -5.1462 -8.6031 4.2203  -0.60
C: -4.7018 -9.1601 3.1703  0.69
O: -4.8416 -10.4423 2.7685  -0.27
C: -5.3820 -11.3962 3.6727  -0.17
C: -5.0598 -12.8418 3.2980  -1.15
C: -3.7697 -8.5614 2.1797  -0.89
H: -6.4587 -11.2916 3.5386  0.25
H: -5.0919 -11.2483 4.7129  0.33
H: -3.9910 -12.9784 3.4626  0.30
H: -5.4094 -13.0111 2.2795  0.30
H: -5.5457 -13.6546 3.8379  0.37
H: -4.3834 -7.8363 1.6451  0.27
H: -3.3941 -9.2199 1.3965  0.28
H: -3.0343 -7.9519 2.7048  0.29
O: 4.2022 8.8547 -7.2732  -0.56
C: 4.6016 7.6811 -7.0669  0.70
O: 4.5501 7.0271 -5.8166  -0.30
C: 3.7445 7.6621 -4.8383  -0.23
C: 3.3683 6.6682 -3.6614  -1.12
C: 5.1998 6.7895 -8.1353  -0.94
H: 2.8337 7.9913 -5.3384  0.30
H: 4.1600 8.6318 -4.5643  0.33
H: 2.8475 5.7689 -3.9902  0.31
H: 2.6638 7.1364 -2.9739  0.35
H: 4.2465 6.1724 -3.2480  0.31
H: 6.1991 7.0620 -8.4749  0.27
H: 4.5756 6.6676 -9.0205  0.30
H: 5.3174 5.7747 -7.7550  0.30
O: -2.7406 5.1333 -8.1367  -0.52
C: -3.1899 5.8685 -7.3027  0.68
O: -3.7754 7.1062 -7.5201  -0.29
C: -3.6926 7.7201 -8.7541  -0.27
C: -4.9128 8.6392 -9.0306  -1.04
C: -3.4221 5.3113 -5.8987  -0.97
H: -3.7408 6.9175 -9.4901  0.29
H: -2.6814 8.1212 -8.8230  0.31
H: -4.9718 8.6800 -10.1182  0.34
H: -4.7124 9.6565 -8.6943  0.28
H: -5.8707 8.2848 -8.6500  0.30
H: -3.0450 4.3799 -5.4765  0.32
H: -4.5071 5.2069 -5.8911  0.27
H: -3.2744 6.1594 -5.2300  0.30
O: 1.9580 6.6844 7.7481  -0.56
C: 2.7910 7.2105 6.9538  0.68
O: 4.1028 7.4954 7.2707  -0.34
C: 4.6472 6.9504 8.4876  -0.29
C: 5.1048 5.4735 8.3900  -0.97
C: 2.3699 7.5923 5.5273  -0.95
H: 3.8873 6.9255 9.2687  0.32
H: 5.4870 7.5566 8.8273  0.33
H: 5.9915 5.5160 7.7575  0.27
H: 4.3197 4.9357 7.8586  0.30
H: 5.3192 5.1153 9.3969  0.33
H: 3.0972 8.3422 5.2160  0.33
H: 1.4945 8.2278 5.3936  0.33
H: 2.5275 6.7050 4.9141  0.24
O: -0.6983 -7.0534 -7.1481  -0.59
C: -0.1657 -6.2768 -6.3759  0.72
O: 0.9903 -6.2561 -5.9354  -0.31
C: 1.8376 -7.4061 -6.2475  -0.35
C: 1.7186 -8.5561 -5.2156  -0.90
C: -1.0002 -5.1171 -5.7530  -0.99
H: 2.8942 -7.1425 -6.2949  0.34
H: 1.6060 -7.8123 -7.2321  0.33
H: 2.0164 -9.4220 -5.8068  0.29
H: 0.6762 -8.6308 -4.9056  0.30
H: 2.3981 -8.3976 -4.3782  0.28
H: -0.5805 -4.2535 -6.2690  0.28
H: -0.9402 -5.1118 -4.6647  0.29
H: -2.0167 -5.2129 -6.1349  0.32

The value obtained for the frontier orbital gap is 0.354 hartree. The calculation puts the HOMO energy at -9.1942 eV.



5.
C13H23N4O2P2Yb | ωB97M-V with the def2-TZVPD basis set

Last column: Mulliken charge in e.
Element x y z (Å)
Yb: 0.2121 0.7839 1.3761  0.75
P: -2.4049 0.0960 0.4201  0.44
C: -2.1514 0.5442 -1.3443  -0.69
C: -0.8530 1.2204 -1.7165  0.54
N: 0.2290 0.9865 -0.9472  0.36
C: 1.4696 1.2573 -1.4146  0.96
C: 1.6531 1.9580 -2.6032  -0.87
C: 0.5347 2.2611 -3.3817  -0.48
C: -0.7303 1.8700 -2.9404  -0.87
C: 2.6839 0.8612 -0.5411  -1.50
P: 2.4865 -0.6774 0.4830  0.69
H: -1.6079 2.0098 -3.5649  0.51
H: 2.6759 2.2548 -2.8881  0.47
H: 0.6610 2.8157 -4.3045  0.46
H: 3.5675 0.6994 -1.1921  0.57
H: 2.9515 1.7038 0.1400  0.51
H: -2.1718 -0.4489 -1.8015  0.24
H: -2.9730 1.1988 -1.6880  0.58
H: -1.3981 -2.6535 -2.0760  0.38
O: -2.1982 -2.5288 -2.6037  -0.61
H: -1.8844 -2.2970 -3.5042  0.32
H: -0.6131 -2.7612 0.2858  0.29
O: -0.3204 -3.1609 -0.5561  -0.68
H: 0.6565 -3.0793 -0.5313  0.29
C: 3.1036 -1.9086 -0.7378  -1.41
H: 4.1379 -1.6672 -1.0389  0.46
H: 3.0981 -2.9065 -0.2707  0.45
H: 2.4590 -1.9227 -1.6305  0.42
C: 3.9992 -0.5006 1.4980  -1.19
H: 4.0506 -1.3610 2.1743  0.40
H: 4.9084 -0.4788 0.8797  0.38
H: 3.9423 0.4156 2.0992  0.40
C: -3.3008 1.5602 0.9892  -1.33
H: -4.2822 1.5974 0.5058  0.40
H: -3.4263 1.4998 2.0784  0.42
H: -2.7379 2.4649 0.7382  0.45
C: -3.8092 -1.0727 0.2498  -1.12
H: -4.1593 -1.3698 1.2499  0.41
H: -4.6407 -0.5931 -0.2932  0.39
H: -3.4906 -1.9603 -0.3175  0.36
N: -0.0753 1.2988 3.5437  -0.71
C: -0.0972 1.1937 4.7312  0.58
N: -0.1378 1.2243 5.9939  -0.48
C: -0.0437 0.2010 6.8061  0.43
N: 0.0275 -0.6280 7.6459  -0.39

As for the total charge: +2. As for the multiplicity: 2. The energy above the lowest of the compared OMol25 structures with the same formula, charge and spin comes out at 1.9 kJ/mol. The value obtained for the frontier orbital gap (alpha / beta) is 0.236 / 0.181 hartree. The calculation puts the HOMO energy (alpha / beta) at -14.3481 / -14.3061 eV.